(1)
{"formula": "CHFN4", "method": "ωB97M-V with the def2-TZVPD basis set", "smiles": "N#CNF.N#N", "gap_ev": 10.77, "species": ["N", "C", "N", "F", "H", "N", "N"], "coordinates": [[-1.7497, -0.3960, -0.3235], [-0.6760, -0.1098, -0.5973], [0.5663, -0.0499, -0.8908], [0.8520, 0.0236, -2.2853], [1.1413, 0.5750, -0.2942], [-0.3293, -0.4334, 2.4435], [0.1954, 0.3905, 1.9477]], "forces_ev_per_angstrom": [[-1.4, 0.1, 0.3], [-2.1, -0.8, -0.4], [3.8, 0.5, -0.4], [-0.3, 0.4, 1.4], [-0.2, -0.3, -1.3], [0.6, 0.8, -0.3], [-0.4, -0.8, 0.7]], "lowdin_charge": [0.17, -0.41, 0.03, -0.03, 0.14, 0.07, 0.03]}


(2)
{"formula": "C25H38B2N12O3", "method": "ωB97M-V with the def2-TZVPD basis set", "gap_ev": 1.64, "charge": -2, "species": ["C", "C", "B", "B", "N", "O", "C", "O", "O", "H", "H", "H", "H", "H", "C", "C", "N", "H", "H", "H", "C", "C", "N", "H", "H", "H", "C", "C", "N", "H", "H", "H", "C", "C", "N", "H", "H", "H", "C", "C", "N", "H", "H", "H", "C", "C", "N", "H", "H", "H", "C", "C", "N", "H", "H", "H", "C", "C", "N", "H", "H", "H", "C", "C", "N", "H", "H", "H", "C", "C", "N", "H", "H", "H", "C", "C", "N", "H", "H", "H"], "coordinates": [[6.5255, 1.8968, 3.4712], [5.3385, 2.2090, 3.5067], [3.7048, 2.1946, 3.2583], [3.1103, 0.6090, 3.1919], [3.8486, -0.4386, 2.3786], [1.8877, 0.2607, 3.8822], [3.4169, 2.9401, 1.8004], [2.2241, 2.8703, 1.3288], [4.3582, 3.5916, 1.1642], [7.5494, 1.4897, 3.3754], [3.1992, 2.8350, 4.1125], [3.7960, -0.0890, 1.4089], [4.8507, -0.4126, 2.5895], [2.0908, -0.1937, 4.7186], [0.0312, 1.9442, -0.5348], [-0.3071, 1.2818, -1.8200], [-0.5655, 0.7945, -2.8373], [-0.4701, 1.4357, 0.2881], [1.1141, 1.9124, -0.3664], [-0.2905, 2.9846, -0.5592], [-1.0304, -2.5162, -1.1517], [-0.4731, -3.1511, 0.0666], [-0.0419, -3.6492, 1.0059], [-1.1746, -1.4480, -0.9903], [-0.3477, -2.6572, -1.9878], [-1.9923, -2.9688, -1.3959], [-1.7303, -4.5671, -4.7168], [-0.3728, -4.2612, -4.2102], [0.6820, -4.0266, -3.8235], [-2.2798, -5.1515, -3.9788], [-2.2704, -3.6398, -4.9100], [-1.6552, -5.1385, -5.6438], [0.8556, -4.8704, -8.1464], [-0.2356, -5.7272, -7.6276], [-1.0807, -6.3935, -7.2251], [0.5612, -4.4345, -9.1012], [1.0665, -4.0682, -7.4384], [1.7567, -5.4689, -8.2898], [-2.9171, 4.4138, 1.1868], [-2.4148, 3.1437, 1.7609], [-2.0259, 2.1611, 2.2062], [-3.1019, 4.2904, 0.1200], [-3.8479, 4.6998, 1.6761], [-2.1765, 5.2002, 1.3328], [-6.4961, 2.2539, 2.8824], [-6.4294, 2.8842, 1.5430], [-6.3913, 3.3727, 0.4978], [-5.9351, 1.3193, 2.8827], [-6.0711, 2.9245, 3.6281], [-7.5341, 2.0471, 3.1408], [-9.0287, 5.6171, 2.5916], [-8.4862, 5.0414, 3.8454], [-8.0662, 4.5926, 4.8146], [-9.1715, 6.6909, 2.7092], [-8.3332, 5.4368, 1.7712], [-9.9861, 5.1534, 2.3557], [1.3691, -8.2917, -10.6861], [2.3335, -7.4346, -9.9572], [3.0793, -6.7700, -9.3928], [0.7161, -8.7991, -9.9765], [0.7629, -7.6806, -11.3543], [1.9062, -9.0364, -11.2728], [2.9269, -1.5397, -1.6161], [3.9548, -0.6704, -0.9955], [4.7467, 0.0074, -0.5152], [2.2992, -1.9795, -0.8401], [2.3022, -0.9524, -2.2902], [3.4076, -2.3384, -2.1808], [2.4497, 5.9755, 4.9076], [2.9521, 4.7383, 5.5429], [3.3412, 3.7670, 6.0087], [2.2696, 5.7959, 3.8460], [1.5173, 6.2839, 5.3821], [3.1858, 6.7723, 5.0150], [3.0205, -0.6027, 7.8508], [2.6445, -1.3531, 6.6302], [2.3528, -1.9223, 5.6760], [2.5481, -1.0544, 8.7236], [4.1023, -0.6238, 7.9788], [2.6930, 0.4335, 7.7621]], "forces_ev_per_angstrom": [[0.6, -0.4, 0.2], [0.0, -1.1, -0.5], [1.3, 0.7, -0.4], [0.2, 0.2, 0.3], [-0.7, -0.3, 0.0], [0.8, -0.2, -0.2], [1.4, 1.3, -1.6], [-0.1, -0.2, 0.0], [-1.8, -1.1, 1.3], [-1.3, 0.8, 0.2], [-0.5, 0.0, -0.1], [0.2, -0.2, 0.7], [-0.4, 0.4, -0.1], [-0.2, 0.1, -1.0], [-0.1, -0.6, -0.7], [-0.1, 0.2, 0.0], [0.1, 0.2, 0.7], [0.1, 0.0, 0.0], [0.0, 0.3, 0.3], [0.1, 0.0, 0.0], [0.2, -0.1, 0.5], [-0.3, 0.3, -0.6], [-0.1, -0.1, 0.0], [0.1, -0.1, 0.0], [0.0, 0.0, 0.1], [0.0, 0.0, 0.0], [0.4, 0.2, 0.2], [-0.7, -0.2, -0.3], [0.0, 0.0, -0.1], [0.1, 0.0, 0.0], [0.1, 0.0, 0.1], [-0.1, 0.1, 0.3], [-0.4, -0.3, 0.3], [0.6, 0.3, -0.3], [0.1, -0.1, -0.3], [0.0, 0.0, 0.1], [-0.1, -0.1, 0.0], [-0.2, 0.2, 0.1], [0.3, -0.5, 0.2], [-0.3, 0.7, -0.3], [-0.2, -0.1, 0.0], [0.0, 0.0, 0.1], [0.0, 0.0, 0.0], [0.0, -0.1, 0.0], [0.1, 0.2, -0.5], [0.0, 0.0, 0.0], [-0.1, -0.2, 0.7], [0.0, 0.1, -0.1], [0.0, 0.0, 0.0], [0.0, 0.1, 0.0], [0.3, -0.2, 0.4], [-0.3, 0.3, -0.6], [0.0, 0.0, 0.0], [0.0, -0.1, 0.0], [0.0, 0.0, 0.1], [0.1, 0.0, 0.0], [0.4, 0.3, 0.3], [-0.4, -0.5, -0.4], [0.1, -0.1, -0.1], [0.0, 0.1, 0.0], [0.0, 0.0, 0.1], [0.0, 0.1, 0.0], [0.4, 0.4, 0.3], [-0.5, -0.4, -0.4], [0.2, -0.1, -0.4], [0.1, 0.0, 0.0], [0.0, 0.0, 0.0], [0.0, 0.0, 0.0], [0.2, -0.6, 0.0], [-0.3, 0.9, -0.1], [0.0, 0.3, 0.9], [0.1, -0.1, 0.0], [0.0, 0.0, 0.0], [0.0, -0.1, 0.0], [-0.2, -0.2, -0.5], [0.2, 0.3, 0.6], [0.0, -0.4, 0.5], [0.0, 0.0, -0.1], [-0.1, 0.0, -0.1], [0.1, 0.0, -0.1]], "lowdin_charge": [-0.04, -0.12, -0.50, -0.49, 0.09, 0.00, -0.64, -0.18, -0.19, -0.03, 0.01, 0.00, 0.03, -0.01, -0.07, -0.29, 0.07, 0.05, 0.06, 0.07, -0.07, -0.28, 0.13, 0.06, 0.03, 0.07, -0.07, -0.27, 0.14, 0.08, 0.08, 0.01, -0.06, -0.26, 0.12, 0.08, 0.09, 0.02, -0.08, -0.27, 0.16, 0.07, 0.05, 0.08, -0.07, -0.28, 0.12, 0.08, 0.07, 0.07, -0.06, -0.27, 0.13, 0.08, 0.07, 0.08, -0.06, -0.25, 0.14, 0.08, 0.08, 0.08, -0.07, -0.26, 0.17, 0.07, 0.06, 0.07, -0.07, -0.28, 0.14, 0.09, 0.06, 0.07, -0.06, -0.25, 0.17, 0.07, 0.08, 0.08]}


(3)
{"formula": "C3H6N3O2", "method": "ωB97M-V with the def2-TZVPD basis set", "smiles": "O=[N+]([O-])C1=C[NH2+]CN1", "gap_ev": 8.94, "charge": 1, "species": ["O", "N", "O", "C", "C", "N", "C", "N", "H", "H", "H", "H", "H", "H"], "coordinates": [[-1.6165, -2.6121, -0.1375], [-1.7409, -1.4430, -0.3837], [-2.6221, -0.9396, -1.0165], [-0.6284, -0.5900, 0.0244], [0.6121, -0.8782, 0.6201], [1.3321, 0.4136, 0.6541], [0.5719, 1.3528, -0.3008], [-0.7023, 0.6322, -0.5178], [1.1178, -1.8456, 1.0030], [1.5215, 0.8936, 1.4840], [2.2064, 0.1455, 0.3346], [1.1505, 1.7107, -1.1815], [0.3559, 2.1389, 0.3031], [-1.5580, 1.0213, -0.8856]], "forces_ev_per_angstrom": [[0.1, -0.5, 0.5], [0.6, -1.5, 0.2], [-0.7, 0.9, -0.2], [3.0, -0.1, 0.4], [-2.9, -1.6, 0.4], [-1.6, -0.7, -2.5], [-0.4, -1.6, -0.8], [1.5, 0.6, 0.1], [-1.2, 2.0, -0.7], [-0.3, 0.5, 2.4], [2.6, 0.0, -1.3], [-0.4, -0.9, 0.4], [-0.4, 2.8, 1.4], [0.1, 0.1, 0.0]], "lowdin_charge": [0.16, -0.34, 0.14, -0.17, 0.06, 0.12, 0.01, 0.10, 0.17, 0.16, 0.15, 0.17, 0.10, 0.17]}


(4)
{"formula": "C4H7FO2S", "method": "ωB97M-V with the def2-TZVPD basis set", "gap_ev": 9.47, "species": ["C", "C", "C", "C", "O", "O", "F", "S", "H", "H", "H", "H", "H", "H", "H"], "coordinates": [[1.0794, -1.3396, 1.9448], [1.1712, -0.0660, 1.0653], [-0.1181, 1.1103, -1.2776], [-0.6282, 0.1459, -0.2683], [3.7009, -1.1428, 1.1490], [2.0750, -2.1006, -0.4772], [1.4608, 1.0925, 1.6774], [2.3523, -1.3075, 0.6865], [1.3390, -1.2233, 2.9869], [0.2089, -1.9562, 1.7762], [0.1274, 2.0658, -0.8205], [-0.8749, 1.2884, -2.0435], [0.7656, 0.7141, -1.7728], [-0.7060, -0.8854, -0.5667], [-1.3392, 0.4980, 0.4564]], "forces_ev_per_angstrom": [[0.3, 0.1, -0.5], [-3.2, 0.2, -1.8], [-0.1, 0.0, -0.2], [3.6, -0.2, 1.9], [-0.1, 0.2, 0.1], [-0.2, 0.1, -0.1], [0.2, -0.1, -0.1], [-0.4, -0.2, 0.6], [0.4, 0.0, 0.1], [-0.1, -0.1, -0.1], [0.0, 0.1, 0.0], [-0.1, 0.1, -0.1], [0.0, 0.0, -0.1], [-0.2, -0.2, 0.0], [-0.2, 0.0, 0.2]], "lowdin_charge": [-0.13, -0.38, -0.15, 0.00, -0.30, -0.31, 0.03, 0.69, 0.10, 0.09, 0.08, 0.08, 0.08, 0.07, 0.07]}


(5)
{"formula": "C6H11NO", "method": "ωB97M-V with the def2-TZVPD basis set", "spin_multiplicity": 2, "gap_ev": [4.55, 5.73], "charge": -1, "s_squared": 0.754, "species": ["O", "C", "C", "C", "C", "C", "C", "N", "H", "H", "H", "H", "H", "H", "H", "H", "H", "H", "H"], "coordinates": [[0.7863, 0.4765, -2.9421], [-0.1858, 0.4720, -2.1173], [-0.0417, -0.2648, -0.8235], [-1.2497, -0.5567, 0.1930], [-1.1328, 0.5582, 1.2356], [0.9517, 0.1645, 2.8596], [-0.4561, 0.0605, 2.5450], [1.2392, -0.9714, -0.8151], [-1.2151, 0.7776, -2.4430], [-0.0835, 0.9790, -0.9645], [-0.8260, -1.4342, 0.6838], [-2.1499, -0.7439, -0.2554], [-0.2632, 1.3338, 1.0483], [-1.9617, 1.1735, 1.3481], [1.3664, 1.2275, 2.9305], [0.6166, -0.8666, 1.7904], [-1.1311, -0.6226, 3.0860], [1.7769, -0.3817, -1.4648], [1.5907, -1.0565, 0.1294]], "forces_ev_per_angstrom": [[-1.0, 0.9, 0.8], [0.2, -3.4, -1.6], [-0.9, -1.4, -2.5], [5.6, 1.3, 0.0], [3.8, 1.2, 1.2], [-1.0, -1.8, 0.4], [-2.4, 0.5, 0.4], [-2.6, 2.0, 0.0], [0.6, 0.2, 0.7], [0.9, 1.4, 1.9], [-0.7, -0.4, 0.0], [-2.2, -0.3, -1.2], [-1.8, -1.3, -0.7], [-2.1, 0.8, 0.4], [0.0, -1.1, -1.8], [2.2, 1.9, 1.4], [0.5, -0.3, 0.0], [0.4, -0.7, 0.2], [0.3, 0.2, 0.2]], "lowdin_charge": [-0.14, -0.37, -0.28, -0.12, -0.28, -0.22, -0.49, 0.09, 0.14, 0.14, 0.09, 0.07, 0.11, 0.05, -0.06, 0.10, 0.05, 0.07, 0.03]}


(6)
{"formula": "C10H15FGaO10S3", "method": "ωB97M-V with the def2-TZVPD basis set", "gap_ev": 7.63, "charge": -1, "species": ["O", "S", "O", "F", "Ga", "C", "C", "C", "C", "C", "C", "H", "H", "H", "H", "H", "H", "H", "C", "C", "O", "S", "O", "O", "O", "H", "H", "H", "H", "C", "C", "O", "S", "O", "O", "O", "H", "H", "H", "H"], "coordinates": [[4.3843, 0.5718, 1.2207], [4.1865, 1.3568, 0.0224], [3.5911, 0.5750, -1.0454], [5.6434, 1.7811, -0.5817], [2.7346, 3.2181, 0.3895], [0.9096, 2.3617, 0.2679], [-0.1099, 2.8846, -0.5237], [-1.3415, 2.2384, -0.5885], [-1.5499, 1.0750, 0.1341], [-0.5482, 0.5362, 0.9308], [0.6799, 1.1904, 0.9939], [2.9199, 4.3333, -0.7323], [3.0113, 3.8400, 1.8304], [0.0860, 3.7785, -1.0985], [-2.1195, 2.6567, -1.2124], [-2.4811, 0.5387, 0.0796], [-0.6971, -0.3727, 1.4940], [1.4526, 0.7567, 1.6156], [3.4254, -2.2838, -2.5080], [4.5392, -3.0980, -3.1249], [3.9233, -4.3541, -3.4619], [2.3963, -4.1017, -3.8714], [2.2995, -4.0463, -5.2878], [1.5854, -4.9900, -3.1177], [2.2642, -2.6246, -3.2966], [3.2391, -2.5758, -1.4744], [3.6127, -1.2143, -2.5463], [5.3671, -3.2594, -2.4412], [4.9087, -2.6405, -4.0451], [-5.0373, -0.5312, 3.7667], [-6.2672, -0.4235, 2.8893], [-6.2084, 0.9045, 2.3608], [-4.6702, 1.3376, 2.1549], [-4.2965, 1.1126, 0.8081], [-4.4754, 2.5859, 2.7917], [-4.0228, 0.1747, 3.0496], [-5.1882, -0.0383, 4.7296], [-4.7273, -1.5600, 3.9292], [-7.1920, -0.5637, 3.4421], [-6.2275, -1.1298, 2.0568]], "forces_ev_per_angstrom": [[0.9, 0.4, 0.1], [-1.4, -0.8, 0.0], [0.4, 0.1, -0.5], [0.1, -0.2, 0.3], [-0.9, 1.2, 0.2], [1.1, -0.2, 0.2], [0.1, -0.5, 0.3], [0.2, 0.3, 0.0], [0.0, -0.6, 0.0], [0.5, 0.6, -0.2], [-0.6, -0.1, -0.1], [0.2, -0.2, -0.2], [0.3, -0.3, 0.0], [-0.1, 0.1, -0.1], [-0.2, -0.1, 0.0], [0.1, 0.1, -0.2], [-0.2, -0.2, 0.0], [0.2, 0.1, 0.0], [0.2, 0.0, 0.4], [0.1, 0.3, -0.3], [-0.2, 0.0, 0.2], [0.2, 0.4, 0.2], [-0.2, -0.1, -0.1], [-0.1, -0.2, -0.1], [0.2, -0.2, -0.3], [0.0, 0.0, 0.0], [-0.3, 0.0, 0.0], [-0.1, -0.2, 0.0], [0.0, 0.0, 0.0], [-0.1, 0.1, 0.3], [0.1, -0.3, -0.3], [0.1, 0.1, 0.3], [0.0, -0.2, 0.1], [-0.6, 0.2, 0.1], [-0.1, 0.1, -0.1], [-0.1, -0.1, -0.2], [0.0, 0.0, 0.0], [0.2, 0.0, -0.1], [0.0, 0.2, 0.0], [0.0, 0.0, 0.0]], "lowdin_charge": [-0.41, 0.49, -0.42, -0.30, 0.37, -0.31, -0.14, -0.10, -0.13, -0.09, -0.14, -0.10, -0.10, 0.08, 0.09, 0.06, 0.09, 0.08, -0.15, -0.16, -0.20, 0.59, -0.23, -0.23, -0.18, 0.14, 0.11, 0.13, 0.13, -0.17, -0.17, -0.19, 0.61, -0.22, -0.20, -0.18, 0.13, 0.13, 0.13, 0.13]}


Max |F|, respectively: 3.9, 2.5, 3.3, 4.1, 5.8, 1.6 eV Å⁻¹.